Entry from OMol25: a structure of composition C61H83BaF24N12O18S8 in a non-equilibrium geometry (ωB97M-V with the def2-TZVPD basis set).

The LUMO energy (spin up / spin down) is -9.460 / -9.460 eV. As for the total charge: +4. For the frontier orbital gap (spin up / spin down), the calculation gives 0.0912 / 0.1660 Eh. For the total energy, the calculation gives -9991.7573 hartree. Its multiplicity is 2. As for the expectation value of S²: 0.768. The calculation puts the HOMO energy (spin up / spin down) at -0.4389 / -0.5136 Eh.

```
207
Properties=species:S:1:pos:R:3:forces:R:3
C -4.7806 1.0026 7.0208 -0.22 -0.34 0.46
H 3.2181 -2.3607 7.7997 0.25 1.02 0.05
F -2.8336 1.9891 -0.7003 0.35 1.68 0.08
C -5.0391 -0.2939 4.8804 0.24 -0.36 0.27
S 4.3407 -6.3922 2.4289 0.97 -1.55 -1.81
C -0.0649 7.0381 0.0292 0.54 0.77 -1.15
S 2.7438 3.9798 -1.0361 2.26 -0.30 -1.76
F 3.9569 -6.3143 5.0377 0.61 0.59 0.30
O 0.5486 5.8885 -2.3161 0.68 -0.44 2.26
C -2.9725 -2.5485 -7.5655 -1.62 -0.01 -2.48
C -1.7975 6.7787 -10.8874 2.32 -1.43 0.69
C 0.7465 -2.5854 -5.4029 -1.84 -0.15 -1.35
N -3.2672 -0.4275 3.2704 -0.77 -1.28 1.76
H 5.1101 0.1153 2.8829 0.03 0.11 -0.73
C -2.8427 -1.9384 -6.3301 1.60 -0.26 1.61
F 4.7980 -4.4477 4.2405 0.13 0.75 0.53
O -5.6680 -2.3377 0.6965 0.12 1.33 0.80
C -2.8269 3.2982 -0.3820 -2.24 0.10 0.12
H 2.9392 -4.7982 6.8025 0.01 0.16 0.48
C -2.7429 -0.8595 1.9785 0.18 0.18 -0.73
C 1.9246 -2.7734 5.4071 -1.35 -1.25 1.57
C 4.0725 -1.3436 0.5076 -0.21 -0.45 0.06
C -2.1769 6.0556 4.0408 -1.08 -1.53 -1.39
H 2.9995 -2.9445 5.3488 -0.05 0.44 0.01
F 4.2210 4.7518 1.0712 -0.07 -0.68 -0.45
C 1.8469 -3.1787 -3.3449 0.86 -0.78 0.49
H 1.7027 6.0263 -9.3806 0.21 -0.11 -0.24
H 1.6504 -3.4059 3.4080 0.22 1.19 -0.13
F -0.9149 6.1934 0.6834 1.12 0.77 0.03
H 1.8047 -2.2058 8.8268 -0.05 0.18 -0.06
H 1.6931 -4.0868 -2.7621 0.13 0.10 0.20
C -3.9953 -1.3035 -5.8510 -1.89 0.57 0.64
H -2.3303 1.2950 5.9882 0.42 0.02 -0.34
O 2.9716 -4.2126 0.4177 -0.83 -0.86 -0.13
S 1.2548 6.1040 -1.0203 -0.64 4.27 -4.21
H 8.3515 -0.4221 -1.4559 0.34 0.03 0.27
O 2.8149 -6.6537 -0.1094 -0.71 1.31 0.58
O -4.5290 4.5356 1.5535 2.86 -2.93 -0.82
C -4.7162 2.3875 7.3395 -0.09 -1.01 0.65
H -0.3651 -2.0631 -7.1881 0.55 -0.21 -0.11
H 2.9401 -1.0336 2.3500 -0.13 -0.05 -0.12
F 0.1131 -5.0213 -0.5271 0.64 0.01 1.33
H 6.4832 1.9394 -1.4963 -0.18 0.18 -0.49
F -2.6031 -3.8091 -0.5775 2.92 0.08 0.90
C -0.2144 4.8307 -7.9733 0.92 -1.19 -0.11
H -0.6318 -3.1577 -2.4028 0.24 0.17 0.10
H -2.6346 -2.2115 -3.6299 -0.03 -0.36 0.08
C -0.8318 5.2372 -6.7784 -0.04 -0.48 -0.34
H -1.5126 6.0748 -6.8137 -0.06 0.04 0.19
H -0.1983 3.1117 -3.5602 0.37 0.25 0.03
H 1.5256 7.3520 -11.4675 -0.30 0.05 -0.56
H 7.8340 0.2961 0.9079 0.18 -0.86 0.31
F 0.1936 -4.3602 1.6130 0.22 -0.97 -1.23
F 5.0485 3.0877 -0.0487 0.51 -0.34 -0.27
F -2.6017 6.4745 5.2189 0.10 0.12 -0.83
H 0.5976 -1.8006 1.2252 0.13 0.07 0.10
O 5.3082 -5.7304 1.4778 -2.46 -0.85 2.60
N 0.3433 3.6046 -5.5215 -1.46 1.96 -1.32
C -5.1861 -1.2170 -6.5621 2.96 -0.27 1.34
F -1.5952 3.8372 -0.5454 -0.78 -0.55 -0.17
H 1.8352 -5.2665 3.5665 0.37 -0.67 -0.83
H 1.5829 3.4200 -3.9312 -0.13 -0.44 0.59
H -1.4174 0.4002 3.8502 -0.06 -0.15 -0.51
H 1.6853 -2.7137 -5.9212 0.19 0.07 0.40
C -4.2224 0.4287 5.7329 -0.83 0.98 -0.22
F -0.8694 6.1849 3.9305 0.62 -0.09 0.30
H 0.0815 -0.4158 -2.0660 -0.33 0.09 -0.45
H 3.2826 -1.8374 -0.0583 -0.01 0.07 0.01
H -4.2619 -2.7376 -9.3493 -0.08 -0.30 0.12
H -2.5780 5.4325 -9.4238 0.02 0.13 0.37
C 5.0657 -0.9647 2.7425 0.66 -1.26 0.44
H -0.0289 1.3260 -1.6717 0.01 0.08 0.02
H 6.1671 0.4004 0.4454 -0.03 0.27 0.27
C 0.4311 -1.5539 0.1766 -0.85 0.21 0.73
C -0.8027 7.8145 -12.8695 1.06 0.40 1.00
H 1.7658 2.4975 -6.4409 0.12 -0.07 -0.33
H -3.5439 -1.3064 1.3897 0.10 0.45 0.16
H -5.1349 -1.3609 3.0137 0.12 -0.08 -0.32
O -3.8026 2.0510 1.8115 0.19 3.02 -0.79
H 1.5445 0.1265 -0.0899 0.46 0.41 -0.89
H 7.3136 -1.1787 2.6564 -0.18 0.38 0.05
H -6.1106 0.0142 10.0211 -0.23 0.17 0.08
N 6.6096 -1.5852 0.7254 2.00 -1.09 -1.27
N -0.6533 7.1752 -11.5094 1.41 -0.94 -0.30
O 1.5176 -5.0210 4.4385 -1.53 1.38 2.42
C -5.9892 2.5267 10.7696 -1.00 -0.36 1.21
C 4.8513 -5.7627 4.2156 -0.96 -2.29 -2.01
H 0.1667 -3.3340 4.1835 -0.45 -0.52 0.71
H -6.0490 -0.7514 -6.1093 -0.15 -0.10 -0.43
H -4.0461 -0.8955 -4.8523 0.24 0.07 0.12
F -0.0218 -6.5066 1.0803 0.44 1.36 -0.28
H 1.2195 -2.0552 -0.3847 -0.32 -0.18 -0.26
C -3.7476 -3.2848 -0.8340 -1.87 -0.49 2.51
H -1.9533 -1.6029 2.0879 -0.10 0.05 0.29
H 2.6890 -3.3590 -4.0131 -0.26 -0.12 -0.19
H -6.8227 -2.6521 -8.6913 -0.02 0.01 -0.21
N 0.6432 -2.9023 -4.0865 -0.16 0.50 0.23
C 3.9597 3.6154 0.4052 -1.35 1.53 0.46
N -5.6371 1.9967 9.4883 1.10 -1.80 -1.11
H 7.7142 -2.7755 -0.8557 -0.44 0.34 0.21
C -0.5687 -2.8085 -3.4228 -1.87 0.77 -2.25
H -5.0418 3.8785 8.8623 0.10 -0.05 0.23
F -0.7860 7.7749 -0.8220 0.26 -0.70 0.55
H 4.9539 -1.3291 3.7637 0.38 0.00 0.28
H -0.5154 -3.6602 6.4324 -0.01 0.13 0.11
F 6.0717 -6.2125 4.4833 -0.64 0.57 0.00
C 7.0758 -0.1801 0.2862 -1.96 1.13 -0.94
N -3.7941 -3.5943 1.9534 -1.74 3.52 -3.75
O 2.3297 2.6481 -1.4724 -0.29 1.44 0.94
C -0.0273 -2.9408 7.0899 1.94 -0.77 -0.22
H 7.3930 1.3289 -2.9092 0.07 0.35 0.08
H -0.2589 -3.1329 8.1376 0.00 -0.04 -0.13
H -1.0959 4.9446 -4.6790 0.16 -0.43 0.33
H 7.7882 -3.5025 0.7820 -0.63 0.06 -0.01
F -2.7754 -3.5983 4.6469 0.51 0.45 0.03
H 8.1765 2.1959 -1.5401 0.44 -0.68 0.13
C 5.3719 -2.0575 0.0437 -1.80 0.36 0.83
H -0.5735 -1.9058 -0.0581 0.00 -0.54 -0.21
S -4.0828 -4.8994 2.6062 -1.66 -7.44 3.37
H -2.1692 -3.1746 -7.9249 -0.10 0.02 -0.36
H 5.4899 -2.1093 -1.0387 0.16 0.29 0.21
C 7.3837 0.0222 -1.2234 1.57 -0.73 0.01
H 1.8917 -4.7321 8.3639 0.48 0.20 -0.08
H -2.3175 0.0416 1.5366 0.00 -0.18 -0.29
C 0.4702 -0.0464 -0.0265 0.74 0.93 0.58
H -6.9316 2.0326 11.0058 0.06 0.27 0.58
H 5.1805 -3.0677 0.4054 0.44 -0.37 -0.15
H 3.9766 -0.2704 0.3425 0.40 0.11 -0.46
F 3.3813 2.7597 1.2953 -0.08 0.12 -0.29
N 1.4671 4.8068 -0.1860 2.60 -2.49 -0.89
H 1.2293 -5.1987 6.7964 0.25 -0.14 -0.01
H 6.4611 -2.6481 2.6320 -0.31 -0.31 -0.73
C -0.2703 0.3164 -1.3393 0.83 -0.31 1.00
C -2.9321 0.7161 5.3033 -0.01 -0.21 1.30
C -0.3988 -2.2916 -6.1331 3.11 -0.02 -0.49
O 3.5704 4.7409 -2.0260 -2.45 -1.81 2.79
F -1.5336 -5.0632 3.5419 -0.59 0.65 0.52
F -3.6775 -2.0129 -1.2021 0.55 0.95 0.33
F 0.6006 7.8933 0.8175 -0.85 -1.14 0.28
C -6.4631 -1.6388 -8.5127 0.07 -0.70 -0.59
F -3.7538 3.9486 -1.1788 1.98 -0.96 1.00
H -1.7970 7.6480 -13.2838 0.11 0.33 0.34
H -6.1555 3.6022 10.7076 0.15 -0.20 0.06
H -5.2093 2.2583 11.4822 -0.18 0.21 0.15
C -5.3690 0.0939 7.9595 0.55 2.77 1.37
H -0.2757 -1.9127 6.8262 0.09 -0.10 -0.05
C -5.7542 0.6487 9.2231 0.55 0.00 -1.87
N 1.5428 -3.1204 6.9264 -1.43 0.40 -0.59
O 4.3577 -7.8591 2.4690 0.06 2.87 0.45
O -5.7924 -4.7179 0.3649 2.13 1.08 0.67
H 1.2481 3.3416 -8.7825 -0.16 0.12 -0.14
C 2.1755 -2.0430 7.8148 -0.16 -2.28 -0.46
H -0.0628 7.3947 -13.5509 -0.06 -0.09 0.17
C -1.6717 5.8942 -9.7871 0.92 0.64 -0.61
H 0.6776 1.9267 -4.5377 0.48 -0.16 0.82
N 2.6724 -5.8699 2.2795 2.96 -0.50 0.94
O -4.0560 4.0754 4.2562 0.42 0.06 -1.26
C 0.6441 6.9011 -11.0360 -2.91 -0.56 1.39
C -2.4420 0.2054 4.1305 -0.58 0.66 -0.23
H 2.1753 -2.3673 -2.6953 -0.44 0.15 0.14
H -1.3391 0.2326 -1.1425 0.00 -0.18 -0.26
C 1.9862 -4.5872 7.2877 -1.50 1.31 -0.73
H 6.7495 -0.6545 -1.7961 -0.56 0.56 -0.15
O -1.8201 3.4752 4.8521 0.41 0.52 -2.11
C -1.7063 -2.3789 -4.1559 2.26 -0.39 2.47
C 3.8386 -1.5494 2.0113 1.19 0.71 -0.33
S -4.9491 -3.5739 0.6829 -0.34 0.16 -1.79
H 3.7794 -2.6021 2.2876 -0.18 -0.14 -0.29
C -1.6005 -2.1348 -5.5278 -4.32 0.29 -0.37
C 6.4126 -1.6313 2.2424 -0.22 0.78 0.20
C -2.7604 -4.7810 4.0129 -1.43 -1.75 -0.85
F -2.7237 6.6555 2.9759 -0.08 0.21 1.24
Ba 0.3690 3.4001 1.7884 0.18 -2.07 -0.32
S -3.4795 3.4706 1.4608 -3.87 -1.35 -0.96
H 8.6435 -2.0138 0.4786 0.23 -0.25 -0.30
H -7.1994 -1.1714 -7.8587 0.15 0.37 -0.53
C 7.4116 1.4753 -1.8293 -1.43 -1.01 0.92
S 2.4624 -5.5510 0.7683 0.09 0.73 -2.47
C -0.6082 4.5791 -5.5706 0.84 0.43 -1.46
O -5.4270 -5.0653 3.2246 2.83 1.16 -0.43
C 1.0189 3.2523 -6.6380 -1.01 -0.12 -1.10
F -4.2008 -3.9422 -1.8178 -1.96 -1.51 -2.98
C 1.1979 -3.6315 4.3736 1.54 -0.72 -1.31
O 0.0779 0.7414 1.0744 -0.48 1.21 0.34
H -6.2238 -1.1542 -9.4593 -0.83 0.23 0.02
C 0.5540 -5.3446 0.7229 -0.09 -0.77 0.47
C 7.7457 -2.5727 0.2148 0.23 1.10 1.69
C 0.6384 2.9761 -4.2456 0.22 -0.69 -0.35
C 0.6876 3.7314 -7.9457 0.11 0.83 3.04
F -3.0946 -5.7198 4.9140 0.43 0.45 -0.19
C -4.5256 -0.7788 3.6893 0.66 0.89 -0.70
H -6.0656 -0.4787 5.1607 -0.07 -0.26 -0.23
H -4.4599 3.1353 6.6037 0.43 -0.10 -0.12
H 1.5463 -1.7531 5.3451 0.63 0.17 -0.35
O -3.6778 -6.0682 1.8218 0.18 1.42 1.10
H -0.5110 8.8346 -12.6199 -0.55 0.33 -0.90
H 1.8908 -1.0659 7.4246 0.48 -0.11 0.09
O 2.4447 6.9412 -1.1715 -2.11 -0.87 1.23
N -5.1962 -1.7181 -7.8085 -1.31 0.09 0.26
N -2.1259 3.8656 2.1646 -1.00 1.07 4.01
H -5.4114 -0.9662 7.7576 -0.17 -0.02 0.17
H -2.6936 7.1171 -11.3862 -0.25 -0.28 0.32
C 0.7428 6.1258 -9.8656 0.30 0.98 -0.92
C -4.1573 -2.3963 -8.3299 2.45 -0.02 1.33
S -2.6717 4.1654 3.8654 1.43 0.65 1.81
C -5.0620 2.8246 8.6272 -0.47 -0.23 -2.56
C -0.3699 5.5796 -9.2545 -2.51 0.80 -0.42
```
Forces are in eV/Å.